1.
A structure of composition C17H18BCoN7O2S2, computed with ωB97M-V/def2-TZVPD.

LUMO energy (spin up / spin down)   -0.594 / -1.234 eV
Total energy   -3396.384462 Eh
2S+1   4
HOMO energy (spin up / spin down)   -9.0 / -9.0 eV

The geometry in XYZ format:
```
48
C17H18BCoN7O2S2 (ωB97M-V/def2-TZVPD)
H -0.885 -3.661 1.270
N -0.015 -2.347 -0.153
B 1.634 -1.323 -1.935
N 1.217 -2.323 -0.800
C 1.889 -3.456 -0.475
Co -1.673 -1.382 -0.292
H 2.853 -3.665 -0.917
C 1.129 -4.198 0.421
H 1.397 -5.145 0.853
C -0.039 -3.461 0.636
H 2.138 -2.016 -2.806
C 0.566 3.457 -0.406
H -0.355 3.468 0.183
H 0.742 2.450 -0.792
H 0.466 4.155 -1.244
N 2.803 -0.216 -1.659
N 0.290 -0.824 -2.582
N 2.835 0.749 -0.665
N -0.932 -0.735 -1.927
C 3.945 -0.105 -2.400
C 0.081 -0.617 -3.910
H 4.128 -0.774 -3.221
H 0.879 -0.755 -4.630
C 4.725 0.933 -1.888
C -1.262 -0.328 -4.120
C 3.986 1.442 -0.799
C -1.866 -0.371 -2.861
H 5.669 1.279 -2.256
H -1.729 -0.146 -5.072
H 4.281 2.272 -0.158
H -2.882 -0.159 -2.584
H 1.393 3.742 0.208
O -4.091 -0.152 5.525
S -4.243 0.548 4.273
O -5.147 1.672 4.197
N -4.544 -0.554 3.015
C -3.608 -0.580 2.092
S -3.614 -1.631 0.722
C -2.508 0.351 2.336
C -1.415 0.622 1.532
C -0.432 1.475 2.025
C -0.639 2.184 3.224
C -1.760 1.926 4.021
C -2.674 0.989 3.565
H -1.366 0.230 0.489
H 0.494 1.593 1.466
H 0.064 2.953 3.532
H -1.924 2.431 4.968
```

2.
A structure of composition C17H18BeFN2O10S, computed with ωB97M-V/def2-TZVPD.

LUMO energy   1.930 eV
Charge   -1
Total energy   -2033.625496 Eh
HOMO energy   -5.1 eV

The geometry in XYZ format:
```
50
C17H18BeFN2O10S (ωB97M-V/def2-TZVPD)
Be -0.439 0.292 0.651
O -1.652 -3.134 4.992
C -1.306 -2.462 4.062
C -1.623 -2.730 2.586
O -2.144 -3.723 2.136
C -1.138 -1.536 1.899
C -0.528 -0.646 2.780
O -0.076 0.460 2.264
C -0.494 -1.166 4.141
O 0.053 -0.724 5.127
O -1.187 -1.177 0.649
F -1.478 -1.746 -3.956
C -2.580 -1.383 -3.283
C -2.496 -0.578 -2.222
N -3.600 -0.168 -1.510
C -3.472 0.718 -0.343
C -2.361 1.750 -0.572
O -2.596 2.732 -1.254
O -1.210 1.477 -0.047
C -4.865 -0.610 -1.846
O -5.875 -0.301 -1.245
N -4.900 -1.446 -2.949
C -3.848 -1.899 -3.745
O -4.041 -2.634 -4.691
H -1.533 -0.219 -1.883
H -3.277 0.127 0.549
H -4.413 1.240 -0.243
H -5.816 -1.786 -3.192
C 4.406 -2.063 0.382
C 4.801 -0.601 0.175
C 3.675 0.247 -0.411
S 2.310 0.397 0.772
O 1.071 0.232 -0.111
C 2.402 2.153 1.204
C 1.668 3.080 0.242
C 2.377 3.337 -1.087
H 5.180 -2.605 0.926
H 4.253 -2.562 -0.578
H 3.479 -2.148 0.953
H 5.652 -0.540 -0.505
H 5.130 -0.164 1.123
H 3.209 -0.228 -1.276
H 4.015 1.243 -0.685
H 3.469 2.376 1.295
H 1.950 2.193 2.197
H 1.526 4.023 0.772
H 0.672 2.680 0.054
H 3.426 3.614 -0.939
H 1.887 4.152 -1.620
H 2.337 2.459 -1.736
```